113
Properties=species:S:1:pos:R:3:forces:R:3 method="wB97M-V/def2-TZVPD" e_homo_ev="-3.319 / -4.770" spin_multiplicity=4 fmax_ev_per_a=0.57 s_squared=3.77 gap_ev="5.08 / 6.53" total_charge=-1 relative_energy_ev=0.000
V -0.46274 1.07142 0.45092 0.01 -0.34 0.46
C -1.60880 -1.10812 -2.37630 -0.06 -0.04 -0.02
C -2.03669 -1.49818 -1.00165 -0.03 -0.07 -0.09
C -2.83974 -2.59323 -0.64478 0.02 -0.02 -0.02
C -2.94964 -2.52833 0.73097 -0.06 0.04 -0.03
C -3.68865 -3.43648 1.65827 0.01 0.00 0.00
N -2.25877 -1.44937 1.13777 0.17 -0.17 0.11
N -1.68125 -0.82488 0.08459 0.02 0.17 -0.02
B -2.04177 -0.92791 2.57736 -0.04 0.03 -0.08
N -0.54637 -0.98646 2.92772 0.00 0.08 0.03
N 0.34823 -0.22155 2.24998 0.05 -0.04 -0.43
C 1.55052 -0.51325 2.72920 -0.03 0.07 -0.05
C 2.78554 0.10528 2.16811 0.04 -0.05 0.03
C 1.43602 -1.47103 3.75170 0.01 -0.02 -0.02
C 0.08759 -1.74675 3.84140 -0.01 0.00 -0.01
C -0.62470 -2.70168 4.74169 0.00 0.00 0.01
N -2.54539 0.52234 2.67549 0.08 -0.02 0.18
N -1.92863 1.52133 1.99420 -0.24 0.15 -0.13
C -2.51150 2.66022 2.35856 -0.06 0.00 0.01
C -2.14029 3.99767 1.80968 -0.01 0.00 0.00
C -3.52199 2.39046 3.29597 0.04 0.00 0.02
C -3.50412 1.02309 3.47636 -0.02 0.02 -0.02
C -4.35211 0.18440 4.37492 0.00 -0.01 -0.01
H -2.14101 -1.71282 -3.11352 0.02 0.00 0.00
H -0.53712 -1.25879 -2.50710 0.11 -0.02 -0.01
H -1.81622 -0.05453 -2.56388 0.00 -0.05 0.00
H -3.29055 -3.32023 -1.30181 0.00 0.00 0.00
H -4.21706 -4.19170 1.07694 0.00 0.00 0.00
H -4.41638 -2.89266 2.26118 -0.01 0.00 0.00
H -3.01159 -3.94556 2.34719 0.00 0.01 0.00
H -2.67240 -1.61413 3.33012 0.05 -0.02 0.03
H 2.54166 0.69232 1.28429 -0.01 0.04 0.00
H 3.49684 -0.66978 1.87846 -0.03 0.00 0.01
H 3.26150 0.76837 2.89340 -0.01 0.02 0.00
H 2.22990 -1.91755 4.32773 0.00 0.01 0.01
H 0.09488 -3.17844 5.40616 0.00 0.00 0.00
H -1.13516 -3.48227 4.17438 0.00 0.00 0.00
H -1.37546 -2.19674 5.35141 0.00 0.00 0.00
H -2.12160 3.97807 0.72046 0.02 0.00 0.00
H -1.14889 4.30224 2.14361 -0.02 0.00 0.02
H -2.87103 4.73679 2.14176 -0.01 0.00 -0.02
H -4.17094 3.10304 3.77827 0.00 0.00 0.00
H -5.07842 0.82205 4.87757 0.00 -0.01 0.00
H -3.75524 -0.32209 5.13518 0.00 0.00 0.00
H -4.89380 -0.58265 3.81934 0.00 0.00 0.00
S 1.55177 -2.45635 0.03659 0.08 -0.07 -0.08
C 2.08516 -2.61478 -1.50281 -0.16 0.12 -0.03
N 1.46999 -3.40282 -2.42181 0.15 -0.09 0.06
C 1.86684 -3.38699 -3.81676 -0.07 0.05 -0.04
C 2.27161 -1.98381 -4.18800 0.08 -0.15 -0.02
N 3.37820 -1.60338 -3.32457 -0.11 0.21 0.07
C 4.39080 -0.70099 -3.85871 0.02 -0.02 -0.03
C 5.76048 -1.33161 -3.97657 -0.02 -0.03 -0.02
C 5.92181 -2.51766 -4.68390 0.00 -0.01 0.02
C 7.17611 -3.09113 -4.82872 0.00 0.00 0.00
C 8.28747 -2.47436 -4.27107 0.00 0.00 0.00
C 8.13389 -1.28899 -3.56633 0.00 0.00 0.00
C 6.87553 -0.72484 -3.41606 0.00 0.02 -0.02
C 3.29259 -1.81283 -1.99163 0.09 -0.18 -0.07
S 4.42611 -1.26494 -0.93723 -0.01 -0.01 0.00
C 0.39160 -4.28834 -2.00734 0.04 -0.05 -0.07
C 0.84821 -5.48116 -1.19929 0.00 0.01 0.04
C 1.93543 -6.25036 -1.59538 0.01 0.00 0.00
C 2.32671 -7.35451 -0.85167 0.00 0.01 0.00
C 1.62704 -7.70223 0.29517 -0.01 0.00 0.00
C 0.54206 -6.93551 0.69758 0.00 0.00 0.01
C 0.15934 -5.82746 -0.04327 0.01 0.00 -0.02
H 1.01533 -3.70493 -4.41838 0.00 0.01 0.00
H 2.69965 -4.07467 -4.01043 -0.01 -0.02 0.00
H 1.42985 -1.29105 -4.07528 0.00 0.01 0.01
H 2.61435 -1.95477 -5.22151 -0.01 0.00 0.00
H 4.43559 0.19724 -3.23979 0.02 -0.03 0.04
H 4.04973 -0.41054 -4.85423 -0.01 0.06 0.02
H 5.05465 -3.00435 -5.11817 0.00 0.00 0.00
H 7.28691 -4.01806 -5.37738 0.00 0.00 0.00
H 9.26811 -2.92002 -4.37945 0.00 0.00 0.00
H 8.99432 -0.80983 -3.11685 0.00 0.00 0.00
H 6.74720 0.18056 -2.83612 0.00 0.00 0.00
H -0.11007 -4.62676 -2.91732 0.01 0.00 0.02
H -0.32153 -3.71999 -1.41791 -0.15 0.14 0.08
H 2.49417 -5.97751 -2.48396 0.00 0.00 0.00
H 3.18164 -7.94062 -1.16504 0.00 0.00 0.00
H 1.93465 -8.55968 0.88031 0.00 0.00 0.00
H 0.00504 -7.18844 1.60327 0.00 0.00 -0.01
H -0.66076 -5.19918 0.28614 0.00 -0.01 0.01
I 1.45831 1.11116 -1.87217 -0.13 -0.06 0.17
C 0.14780 2.41318 -2.87482 0.03 0.06 -0.03
C 0.62572 3.01937 -4.00217 0.01 -0.03 -0.01
C -0.22854 3.84843 -4.75962 0.01 0.00 0.00
C -1.53072 3.99559 -4.38461 -0.01 0.00 0.01
C -2.03913 3.35205 -3.22768 0.00 0.01 -0.03
C -3.41102 3.44590 -2.89844 0.00 0.00 -0.01
C -3.88623 2.77199 -1.80951 0.00 -0.01 0.01
C -3.00924 2.04904 -0.97372 0.00 0.07 0.01
C -1.64093 1.95842 -1.17577 0.07 0.16 -0.13
C -1.18218 2.57392 -2.39141 0.01 -0.06 -0.01
H 1.64828 2.86046 -4.31932 0.00 0.01 0.00
H 0.15312 4.34368 -5.64417 0.00 0.00 0.00
H -2.20780 4.60293 -4.97595 0.00 0.00 0.00
H -4.06531 4.03624 -3.53078 0.00 0.00 0.00
H -4.94388 2.81225 -1.56815 0.00 0.00 0.00
H -3.44543 1.56661 -0.10286 0.01 0.01 0.02
F 2.71476 6.20397 2.58916 0.00 0.00 0.00
C 2.06608 5.10267 2.09682 0.00 0.01 0.00
C 1.71708 5.06688 0.76500 -0.01 0.01 0.00
C 1.06043 3.93385 0.28594 -0.02 -0.03 -0.03
C 0.72480 2.81990 1.07463 0.06 0.09 0.08
C 1.11007 2.94905 2.42242 -0.02 0.06 -0.02
C 1.77148 4.05922 2.94637 -0.01 -0.01 0.01
H 1.94897 5.91032 0.12472 0.00 0.00 0.00
H 0.77713 3.94964 -0.76453 0.02 0.00 0.00
H 0.85915 2.15529 3.12024 0.02 -0.04 0.01
H 2.04980 4.12194 3.99242 0.00 0.00 0.00